a:
{
  "formula": "CH2O2S3",
  "method": "wB97M-V/def2-TZVPD",
  "symbols": ["C", "O", "O", "S", "S", "S", "H", "H"],
  "coordinates": [[0.03311, 0.16156, -0.09843], [-0.58759, -0.80915, -0.14157], [-1.15792, 1.55566, 0.77894], [-2.22857, 0.60958, 1.34757], [2.79491, -0.08002, -1.11500], [1.37530, 1.03092, 0.10148], [-3.36791, 0.82129, 0.48886], [2.03806, -1.27589, -1.00013]],
  "mulliken_charge": [0.720, -0.298, -0.511, -0.070, -0.210, 0.045, 0.119, 0.205],
  "total_charge": 0,
  "lumo_energy_ha": -0.0421,
  "homo_lumo_gap_ev": 6.7700,
  "spin_multiplicity": 1,
  "homo_energy_ha": -0.29087
}

b:
{
  "formula": "CH2O2S3",
  "method": "wB97M-V/def2-TZVPD",
  "symbols": ["C", "O", "O", "S", "S", "S", "H", "H"],
  "coordinates": [[-2.04448, 0.78850, 0.06973], [1.63505, -1.45105, 0.54712], [2.52362, 0.21051, -1.11265], [-0.13599, 1.15802, 0.46488], [-2.65400, -0.60849, -0.40132], [2.06850, 0.14643, 0.22331], [-2.73039, 1.58192, 0.43389], [1.33768, -1.82584, -0.22497]],
  "mulliken_charge": [-0.112, -0.405, -0.367, -0.170, -0.183, 0.618, 0.288, 0.331],
  "total_charge": 0,
  "lumo_energy_ha": -0.0661,
  "homo_lumo_gap_ev": 7.1296,
  "spin_multiplicity": 1,
  "homo_energy_ha": -0.32810
}

The least stable of them is a.

a:
{
  "formula": "C4H10ClP",
  "method": "wB97M-V/def2-TZVPD",
  "symbols": ["C", "P", "C", "C", "C", "Cl", "H", "H", "H", "H", "H", "H", "H", "H", "H", "H"],
  "coordinates": [[-2.10459, 1.82308, -0.12253], [-0.92968, 0.25806, 0.17492], [0.65735, -0.96006, 0.28961], [0.88064, -1.54568, -1.10383], [1.81694, -0.30342, 0.87693], [2.69056, 0.95639, -0.03751], [-2.55674, 1.94318, 0.74663], [-1.38512, 2.60094, -0.30802], [-2.89063, 1.84261, -0.90546], [-1.05068, 0.27378, 1.56258], [-1.79367, -0.81347, 0.05116], [-0.11857, -1.77463, -1.35084], [1.52140, -2.37149, -1.19101], [1.38235, -0.76187, -1.59237], [1.40962, 0.03585, 1.87089], [2.47082, -1.20325, 1.03882]],
  "mulliken_charge": [-1.113, 0.246, 0.025, -1.365, -0.552, -0.200, 0.418, 0.312, 0.323, 0.013, 0.058, 0.367, 0.413, 0.371, 0.343, 0.342],
  "total_charge": 0,
  "lumo_energy_ha": -0.0014,
  "homo_lumo_gap_ev": 7.5138,
  "spin_multiplicity": 1,
  "smiles": "C[PH2]=C(C)CCl",
  "homo_energy_ha": -0.27754
}

b:
{
  "formula": "C4H10ClP",
  "method": "wB97M-V/def2-TZVPD",
  "symbols": ["C", "C", "C", "C", "P", "Cl", "H", "H", "H", "H", "H", "H", "H", "H", "H", "H"],
  "coordinates": [[-1.78410, -1.33623, -0.05661], [1.42930, -1.22552, 0.04875], [0.14220, 0.63356, -1.51115], [0.02724, 1.21693, 1.26063], [-0.14063, -0.27184, 0.07416], [-2.83761, 0.08177, -0.18134], [-1.97223, -1.67662, 0.95352], [1.85971, -1.25163, -0.95680], [1.88394, -0.69096, 0.87971], [1.10590, -2.20997, 0.42824], [1.06828, 1.26186, -1.42336], [0.16301, -0.21990, -2.30950], [-0.87049, 1.13329, -1.82813], [-0.24976, 1.00416, 2.36915], [0.98401, 1.55333, 1.21422], [-0.80877, 1.99776, 1.03851]],
  "mulliken_charge": [-0.550, -1.060, -1.205, -1.204, 0.853, -0.218, 0.188, 0.374, 0.379, 0.305, 0.343, 0.352, 0.352, 0.324, 0.469, 0.298],
  "total_charge": 0,
  "lumo_energy_ha": 0.0223,
  "homo_lumo_gap_ev": 8.0132,
  "spin_multiplicity": 1,
  "homo_energy_ha": -0.27215
}

The least stable of them is a.

a:
{
  "formula": "C4H7N3O2",
  "method": "wB97M-V/def2-TZVPD",
  "symbols": ["C", "C", "C", "C", "N", "N", "N", "O", "O", "H", "H", "H", "H", "H", "H", "H"],
  "coordinates": [[-0.74733, 1.64056, 0.19165], [1.13174, 1.01081, -0.74507], [-0.70714, 0.16884, 0.30557], [1.10839, -1.39155, -0.01623], [0.27907, 2.09853, -0.38493], [0.39792, -0.21525, -0.42872], [-1.93577, -0.59886, 0.15561], [-2.93411, -0.13435, 0.65062], [-1.86741, -1.64741, -0.44289], [-1.54873, 2.25482, 0.55714], [1.35272, 1.06085, -1.81675], [2.07731, 1.09082, -0.19267], [-0.45378, -0.25651, 1.87626], [2.01757, -1.50056, -0.60037], [1.35284, -1.31603, 1.05835], [0.47669, -2.26470, -0.16754]],
  "mulliken_charge": [-0.238, -0.517, -0.049, -0.972, -0.513, 0.120, 0.962, -0.574, -0.569, 0.449, 0.295, 0.356, 0.215, 0.395, 0.400, 0.239],
  "total_charge": 0,
  "lumo_energy_ha": -0.0187,
  "homo_lumo_gap_ev": 8.9330,
  "spin_multiplicity": 1,
  "homo_energy_ha": -0.34694
}

b:
{
  "formula": "C4H7N3O2",
  "method": "wB97M-V/def2-TZVPD",
  "symbols": ["C", "C", "C", "C", "H", "H", "H", "H", "H", "H", "H", "N", "N", "N", "O", "O"],
  "coordinates": [[3.09378, -0.25273, 0.32848], [-0.09219, 0.18408, -0.44613], [-2.36554, -0.20582, 0.31953], [-1.15195, 0.95693, 0.09366], [2.81767, 0.25238, 1.34500], [2.24749, 0.26121, -1.79776], [-1.82312, -2.10047, 0.22873], [-3.33684, 0.14363, -0.24387], [-2.58571, -0.68102, 1.43810], [-1.26220, 1.88264, -0.77297], [-1.06757, 1.34020, 1.11389], [2.13001, 0.32740, -0.49410], [-0.16695, -1.00207, -0.44965], [-1.55451, -1.33172, -0.44578], [4.13965, -0.79561, 0.07572], [0.97799, 1.02099, -0.29283]],
  "mulliken_charge": [0.149, 0.557, -0.414, -0.432, 0.209, 0.316, 0.300, 0.217, 0.302, 0.225, 0.252, -0.195, -0.316, -0.455, -0.501, -0.215],
  "total_charge": 0,
  "lumo_energy_ha": 0.0204,
  "homo_lumo_gap_ev": 9.7760,
  "spin_multiplicity": 1,
  "homo_energy_ha": -0.33884
}

The least stable of them is b.

a:
{
  "formula": "C21H60O9",
  "method": "wB97M-V/def2-TZVPD",
  "symbols": ["C", "C", "C", "O", "H", "H", "H", "H", "H", "H", "H", "H", "C", "C", "C", "O", "H", "H", "H", "H", "H", "H", "H", "H", "C", "C", "C", "O", "H", "H", "H", "H", "H", "H", "H", "H", "C", "C", "C", "O", "H", "H", "H", "H", "H", "H", "H", "H", "C", "C", "C", "O", "H", "H", "H", "H", "H", "H", "H", "H", "C", "C", "C", "O", "H", "H", "H", "H", "H", "H", "H", "H", "C", "C", "C", "O", "H", "H", "H", "H", "H", "H", "H", "H", "O", "H", "H", "O", "H", "H"],
  "coordinates": [[1.42613, -1.17031, -3.68562], [1.57092, 0.39769, -3.33237], [1.05134, 1.26058, -4.51228], [0.81173, 0.69847, -2.24055], [0.46493, -1.34865, -4.16768], [1.45047, -1.76649, -2.77344], [2.14748, -1.42922, -4.46067], [2.62516, 0.63988, -3.19812], [-0.02655, 1.17125, -4.64740], [1.59767, 1.05370, -5.43251], [1.23160, 2.31767, -4.31691], [0.28526, 1.44281, -2.54120], [4.19484, -0.47072, 2.01425], [3.19502, -0.70319, 0.83476], [3.73068, -1.62727, -0.23601], [1.95923, -1.15149, 1.37944], [4.12052, -1.24653, 2.77628], [3.97761, 0.47752, 2.50593], [5.24615, -0.45412, 1.72689], [3.04452, 0.24729, 0.32286], [4.60138, -1.12336, -0.65560], [3.01207, -1.68066, -1.05384], [3.89193, -2.63492, 0.14707], [2.12878, -1.90928, 1.94390], [-1.08146, -4.31500, -3.81155], [-1.25132, -4.31944, -2.30290], [-0.24675, -3.47206, -1.48755], [-2.63613, -4.05253, -1.96955], [-1.59446, -5.11794, -4.34091], [-0.08947, -4.29867, -4.26297], [-1.58449, -3.42732, -4.19504], [-1.01806, -5.32359, -1.94881], [-0.46049, -2.40410, -1.53102], [0.79863, -3.62079, -1.75802], [-0.48045, -3.71157, -0.45019], [-3.23667, -4.51087, -2.56189], [-3.37687, -0.20776, 2.33800], [-2.56155, -1.31316, 3.08174], [-3.41840, -1.71504, 4.25956], [-2.67652, -2.44325, 2.22248], [-2.88609, 0.02752, 1.39361], [-3.53348, 0.72888, 2.87304], [-4.36519, -0.55946, 2.04197], [-1.55686, -1.02138, 3.38761], [-4.42235, -2.02285, 3.96727], [-3.42092, -0.86274, 4.93903], [-2.93821, -2.50584, 4.83588], [-3.56266, -2.49075, 1.85628], [-2.30949, -0.74810, -3.24925], [-3.40664, 0.32560, -3.47712], [-3.92538, 1.18903, -2.34026], [-2.73099, 1.26675, -4.29791], [-2.55019, -1.38472, -2.39785], [-1.32204, -0.33058, -3.05245], [-2.24360, -1.45498, -4.07634], [-4.29360, -0.04202, -3.99311], [-4.59268, 1.99675, -2.64090], [-3.08665, 1.64263, -1.81217], [-4.43318, 0.57227, -1.59873], [-2.01270, 1.68005, -3.81331], [2.74260, 3.12858, 0.90403], [2.82648, 4.13542, -0.23594], [2.25080, 3.74453, -1.63326], [2.01353, 5.21591, 0.14802], [1.89137, 2.44993, 0.95834], [2.78735, 3.63010, 1.87076], [3.65110, 2.52972, 0.83996], [3.81985, 4.58049, -0.29277], [2.40091, 4.55429, -2.34731], [1.17285, 3.58332, -1.62143], [2.68059, 2.78483, -1.92024], [2.33393, 5.48501, 1.01203], [0.51725, 2.17674, 6.02382], [0.31940, 1.58852, 4.64576], [0.69260, 0.09656, 4.58201], [-1.05335, 1.64132, 4.29604], [0.05693, 3.15979, 6.12293], [1.52557, 2.24185, 6.43267], [-0.11626, 1.55516, 6.65659], [0.86565, 2.11228, 3.86129], [-0.02448, -0.46267, 5.18296], [1.71312, -0.08472, 4.91934], [0.58884, -0.27760, 3.56351], [-1.48087, 1.24591, 5.05924], [-0.35069, 0.15790, 0.18206], [0.03491, -0.08512, -0.65966], [0.34302, -0.00751, 0.82052], [-1.12330, 2.45265, 1.25668], [-1.05900, 1.54930, 0.94675], [-1.25199, 2.37350, 2.20188]],
  "mulliken_charge": [-0.991, 0.191, -1.537, -0.021, 0.338, -0.277, 0.523, 0.441, 0.340, 0.439, 0.385, -0.071, -1.460, 1.493, -1.241, -0.498, 0.415, 0.296, 0.399, -0.561, 0.403, 0.028, 0.370, 0.271, -1.266, 0.522, -0.764, -0.554, 0.423, 0.351, 0.242, 0.241, -0.201, 0.389, 0.374, 0.322, -1.067, 1.265, -1.439, -0.531, 0.092, 0.289, 0.508, -0.560, 0.347, 0.348, 0.379, 0.358, 0.207, 0.038, -1.184, -0.607, 0.385, -0.468, 0.028, 0.349, 0.338, 0.182, 0.355, 0.330, -0.806, 0.285, -1.024, -0.566, 0.004, 0.489, 0.257, 0.239, 0.407, 0.223, 0.183, 0.308, -1.527, 0.615, -0.787, -0.522, 0.345, 0.371, 0.363, 0.089, 0.323, 0.509, -0.119, 0.372, 0.556, -0.144, 0.044, -0.660, 0.181, 0.295],
  "total_charge": 0,
  "lumo_energy_ha": 0.0212,
  "homo_lumo_gap_ev": 10.0959,
  "spin_multiplicity": 1,
  "smiles": "CC(C)O.CC(C)O.CC(C)O.CC(C)O.CC(C)O.CC(C)O.CC(C)O.O.O",
  "homo_energy_ha": -0.34981
}

b:
{
  "formula": "C21H60O9",
  "method": "wB97M-V/def2-TZVPD",
  "symbols": ["C", "C", "C", "O", "H", "H", "H", "H", "H", "H", "H", "H", "C", "C", "C", "O", "H", "H", "H", "H", "H", "H", "H", "H", "C", "C", "C", "O", "H", "H", "H", "H", "H", "H", "H", "H", "C", "C", "C", "O", "H", "H", "H", "H", "H", "H", "H", "H", "C", "C", "C", "O", "H", "H", "H", "H", "H", "H", "H", "H", "C", "C", "C", "O", "H", "H", "H", "H", "H", "H", "H", "H", "C", "C", "C", "O", "H", "H", "H", "H", "H", "H", "H", "H", "O", "H", "H", "O", "H", "H"],
  "coordinates": [[-0.41956, -5.05113, -4.86402], [-0.62359, -5.65275, -3.43958], [0.50429, -6.50783, -2.98209], [-0.79663, -4.58162, -2.55109], [-0.56493, -5.75451, -5.68391], [0.59914, -4.67505, -4.95844], [-1.06821, -4.21823, -5.13535], [-1.57437, -6.17717, -3.53498], [0.61038, -7.29744, -3.72597], [0.46393, -6.88079, -1.95868], [1.47403, -6.01627, -3.06007], [-0.13094, -3.93675, -2.80130], [-4.50551, -0.38155, -2.99512], [-5.48364, -0.49972, -1.82738], [-6.76047, 0.22069, -1.97090], [-5.93784, -1.76867, -1.78428], [-4.72018, -0.99497, -3.87018], [-3.45189, -0.45607, -2.72601], [-4.53562, 0.62644, -3.40883], [-5.01876, -0.15744, -0.90281], [-6.44837, 1.26461, -1.94042], [-7.44988, 0.10342, -1.13479], [-7.28311, -0.06697, -2.88315], [-5.30977, -2.16668, -1.17706], [-3.84498, -1.20393, 4.64526], [-3.21725, -0.52664, 3.47833], [-2.52597, 0.78663, 3.79634], [-2.18079, -1.30979, 2.84863], [-3.13198, -1.56100, 5.38838], [-4.30481, -2.04473, 4.12594], [-4.68016, -0.67759, 5.10737], [-4.05615, -0.31911, 2.81404], [-2.95998, 1.49810, 4.49886], [-2.43586, 1.27348, 2.82528], [-1.54684, 0.66607, 4.25990], [-1.45328, -1.17472, 3.46025], [-0.98394, 5.95447, -0.95022], [-1.64421, 4.71820, -0.29783], [-2.60929, 4.07824, -1.12133], [-0.55791, 3.85230, -0.06692], [-0.70428, 5.78197, -1.98952], [-0.16970, 6.35130, -0.34389], [-1.66424, 6.80578, -0.92625], [-2.00168, 5.06195, 0.67282], [-2.07163, 3.76918, -2.01772], [-3.35267, 4.83002, -1.38650], [-3.10207, 3.18684, -0.73316], [-0.23595, 4.00396, 0.82468], [4.89182, 4.91955, 3.00597], [3.88605, 5.36778, 1.94737], [3.85100, 4.48547, 0.65024], [2.69445, 5.15425, 2.58775], [4.62862, 4.04576, 3.60206], [5.17116, 5.71231, 3.69994], [5.81716, 4.57921, 2.54119], [3.97160, 6.40331, 1.61804], [4.88076, 4.47291, 0.29314], [3.24428, 4.88636, -0.16172], [3.52005, 3.45102, 0.74237], [2.35989, 5.98234, 2.93981], [2.54881, -2.83097, 2.90854], [2.60644, -2.11070, 4.26376], [3.60450, -0.94473, 4.39418], [1.33655, -1.69900, 4.48842], [3.55525, -2.84934, 2.49041], [1.87384, -2.37163, 2.18638], [2.33853, -3.89913, 2.96259], [2.84822, -2.84882, 5.02850], [3.39601, -0.46374, 5.34983], [3.35063, -0.21304, 3.62719], [4.66583, -1.18094, 4.31745], [0.89934, -2.44427, 4.90676], [5.32483, 0.08371, -3.31445], [4.06496, -0.63753, -3.55719], [3.87867, -1.82435, -2.58437], [3.02296, 0.22520, -3.29849], [5.98336, -0.54211, -2.71212], [5.19908, 1.03441, -2.79633], [5.83958, 0.33999, -4.24043], [4.05100, -0.98183, -4.59129], [2.85019, -2.09469, -2.34509], [4.18857, -1.56293, -1.57258], [4.45792, -2.71352, -2.83328], [2.31091, -0.16949, -2.78977], [-3.39097, -3.80680, 0.23249], [-3.07234, -3.13217, 0.83214], [-2.73330, -3.84046, -0.46218], [0.23372, 0.22037, -0.87980], [-0.41783, -0.14477, -0.28116], [0.13522, 1.16847, -0.79245]],
  "mulliken_charge": [-1.335, 0.442, -1.224, -0.427, 0.383, 0.325, 0.357, 0.262, 0.366, 0.315, 0.278, 0.264, -1.296, 0.848, -1.451, -0.548, 0.334, 0.309, 0.327, 0.132, 0.364, 0.334, 0.324, 0.333, -1.386, 0.646, -1.249, -0.401, 0.288, 0.345, 0.368, 0.252, 0.357, 0.261, 0.339, 0.193, -1.338, 0.666, -1.441, -0.454, 0.306, 0.301, 0.422, 0.272, 0.348, 0.355, 0.295, 0.262, -1.245, 0.591, -1.373, -0.539, 0.316, 0.323, 0.343, 0.282, 0.368, 0.320, 0.311, 0.308, -1.250, 0.470, -1.307, -0.510, 0.347, 0.286, 0.378, 0.266, 0.322, 0.318, 0.358, 0.317, -1.241, 0.896, -1.467, -0.519, 0.323, 0.285, 0.314, 0.126, 0.217, 0.436, 0.375, 0.243, -0.632, 0.308, 0.301, -0.568, 0.283, 0.298],
  "total_charge": 0,
  "lumo_energy_ha": 0.0111,
  "homo_lumo_gap_ev": 10.0172,
  "spin_multiplicity": 1,
  "smiles": "CC(C)O.CC(C)O.CC(C)O.CC(C)O.CC(C)O.CC(C)O.CC(C)O.O.O",
  "homo_energy_ha": -0.35707
}

The least stable of them is b.